Record 1
Here is 2 unconnected molecules or ions with the total composition C19H36BBrFNO5 in a non-equilibrium geometry from OMol25. Energies are from ωB97M-V with the def2-TZVPD basis set.

Geometry as XYZ:
```
64
Properties=species:S:1:pos:R:3
C -1.744 0.508 2.830
C -3.103 0.527 2.116
C -3.331 1.678 1.118
C -4.250 1.272 -0.020
C -3.618 0.340 -1.044
C -2.305 0.889 -1.614
C -1.120 -0.001 -1.286
F -1.134 -0.222 0.057
C -1.306 -1.245 -2.135
N -0.193 -1.672 -2.565
Br -0.083 -3.145 -3.669
C 0.979 -0.887 -2.030
C 2.202 -0.882 -2.942
C 3.477 -0.684 -2.159
C 4.448 0.406 -2.777
O 3.603 0.383 -1.450
B 1.326 -1.695 -0.661
O 1.620 -0.971 0.422
O 1.275 -3.070 -0.640
C 0.255 0.438 -1.825
O 0.980 1.374 -1.146
C 0.523 2.720 -1.240
C 1.668 3.638 -1.665
C 1.968 4.732 -0.651
H -1.238 1.468 2.757
H -1.871 0.228 3.863
H -1.079 -0.241 2.424
H -3.855 0.554 2.893
H -3.226 -0.416 1.588
H -3.814 2.495 1.644
H -2.364 2.055 0.793
H -4.592 2.158 -0.553
H -5.116 0.766 0.392
H -4.301 0.191 -1.873
H -3.499 -0.628 -0.563
H -2.120 1.902 -1.291
H -2.405 0.898 -2.699
H -2.265 -1.671 -2.369
H 2.199 -0.084 -3.669
H 2.332 -1.861 -3.395
H 3.960 -1.565 -1.762
H 5.290 -0.341 -2.653
H 5.083 1.209 -2.405
H 1.041 -1.200 1.175
H 2.025 -3.520 -1.033
H 0.049 0.820 -2.838
H 0.162 3.037 -0.268
H -0.280 2.811 -1.963
H 2.536 3.029 -1.890
H 1.378 4.121 -2.593
H 1.241 5.532 -0.711
H 1.926 4.329 0.355
H 2.942 5.157 -0.846
C 1.384 -2.209 3.609
C 0.225 -2.984 4.254
C 0.380 -4.464 3.843
O -0.988 -2.501 3.859
H 1.326 -2.282 2.527
H 1.346 -1.154 3.892
H 2.367 -2.601 3.917
H 0.429 -2.948 5.355
H 0.295 -4.569 2.757
H -0.397 -5.071 4.311
H 1.355 -4.880 4.147
```

- HOMO: -4.8 eV
- Multiplicity: 1
- Energy: -3874.90760 Eh
- Total charge: 0
- Lowest unoccupied orbital energy: -2.19 eV



Record 2
Here is 10 unconnected molecules or ions with the total composition C19H36Br8FN5O10 in a non-equilibrium geometry from OMol25. Energies are from ωB97M-V with the def2-TZVPD basis set.

Geometry as XYZ:
```
79
Properties=species:S:1:pos:R:3
C -3.330 -2.320 -3.381
N -3.724 -0.978 -2.932
O -4.859 -0.801 -2.674
O -2.867 -0.113 -2.908
H -2.280 -2.321 -3.627
H -3.929 -2.514 -4.268
H -3.572 -3.056 -2.620
C 1.388 -4.699 -0.242
N 1.868 -3.825 0.854
O 1.050 -3.166 1.442
O 3.048 -3.865 1.135
H 1.028 -5.626 0.199
H 2.184 -4.855 -0.953
H 0.531 -4.220 -0.704
C 4.989 0.062 2.922
N 4.311 0.011 1.598
O 3.301 -0.637 1.514
O 4.833 0.584 0.678
H 4.543 -0.710 3.532
H 4.880 1.061 3.320
H 6.032 -0.168 2.728
C -2.914 2.739 -1.513
N -2.450 3.411 -2.753
O -3.253 3.644 -3.640
O -1.291 3.718 -2.786
H -2.636 3.289 -0.628
H -2.399 1.774 -1.513
H -3.948 2.440 -1.630
C -1.987 -3.116 2.365
N -2.464 -4.182 1.453
O -3.391 -3.915 0.733
O -1.877 -5.239 1.453
H -1.533 -2.389 1.701
H -1.412 -3.564 3.156
H -2.897 -2.651 2.743
F 2.325 4.630 4.970
C 1.620 3.502 4.779
C 1.564 2.939 3.530
C 0.863 1.749 3.364
C 0.166 1.200 4.434
C 0.248 1.762 5.698
C 1.042 2.880 5.878
H 2.145 3.350 2.711
H 1.023 1.213 2.439
H -0.383 0.276 4.279
H -0.223 1.297 6.552
H 1.200 3.370 6.835
Br 6.113 1.037 -2.287
C 4.835 -0.299 -2.970
C 4.440 -1.276 -1.896
Br 2.822 -2.164 -2.573
H 5.360 -0.777 -3.788
H 4.001 0.297 -3.301
H 4.131 -0.694 -1.034
H 5.169 -2.015 -1.599
Br -3.620 -0.141 0.716
C -5.437 -0.059 1.394
C -6.012 -1.442 1.511
Br -7.758 -1.264 2.373
H -6.004 0.559 0.711
H -5.393 0.413 2.370
H -5.436 -2.130 2.114
H -6.161 -1.880 0.529
Br -0.952 -1.733 -0.875
C -0.038 -0.162 -0.161
C 0.546 0.640 -1.302
Br 1.182 2.331 -0.607
H 0.708 -0.457 0.560
H -0.826 0.409 0.326
H -0.146 0.786 -2.126
H 1.411 0.100 -1.677
Br 0.476 3.173 -6.652
C 0.850 4.009 -4.940
C 1.591 3.106 -4.001
Br 3.370 2.628 -4.668
H -0.099 4.275 -4.482
H 1.428 4.915 -5.089
H 1.083 2.194 -3.715
H 1.806 3.655 -3.087
```

- Energy above the lowest of the compared OMol25 structures with the same formula, charge and spin: 0.0 kcal/mol
- HOMO: -9.6 eV
- Multiplicity: 1
- SMILES: C[N+](=O)[O-].C[N+](=O)[O-].C[N+](=O)[O-].C[N+](=O)[O-].C[N+](=O)[O-].Fc1ccccc1.BrCCBr.BrCCBr.BrCCBr.BrCCBr
- Energy: -22463.26400 Eh
- Total charge: 0
- Lowest unoccupied orbital energy: 0.08 eV



Record 3
Here is 6 unconnected molecules or ions with the total composition C19H36IO7 in a non-equilibrium geometry from OMol25. Energies are from ωB97M-V with the def2-TZVPD basis set.

Geometry as XYZ:
```
63
Properties=species:S:1:pos:R:3
O -1.700 1.489 0.163
C -0.479 1.488 0.146
O 0.232 2.569 0.457
C 1.506 2.313 1.108
C 1.413 1.421 2.344
C 2.099 0.077 2.053
I 1.113 -1.480 3.258
H 0.091 0.622 -0.224
H 1.887 3.307 1.360
H 2.208 1.875 0.385
H 0.366 1.337 2.675
H 1.937 1.925 3.170
H 1.840 -0.233 1.030
C 0.514 1.655 7.911
C 1.537 1.775 6.799
O 1.409 1.191 5.757
C 2.734 2.663 7.067
H -0.286 0.991 7.593
H 0.983 1.255 8.812
H 0.101 2.637 8.150
H 3.281 2.301 7.940
H 2.405 3.685 7.270
H 3.393 2.646 6.203
C 5.593 -1.227 5.692
C 5.354 -0.113 4.698
O 4.926 0.959 5.057
C 5.679 -0.412 3.259
H 5.309 -0.894 6.688
H 4.995 -2.098 5.417
H 6.646 -1.514 5.689
H 5.087 -1.260 2.913
H 6.743 -0.649 3.162
H 5.430 0.448 2.645
C -0.848 0.407 -3.788
C -0.262 -0.906 -3.319
O 0.778 -0.950 -2.704
C -1.059 -2.136 -3.668
H -0.200 1.227 -3.485
H -0.954 0.400 -4.875
H -1.840 0.539 -3.353
H -1.173 -2.193 -4.751
H -2.050 -2.071 -3.214
H -0.550 -3.026 -3.304
C -4.907 0.258 -0.376
C -4.644 0.178 -1.855
O -4.221 -0.829 -2.377
C -4.931 1.422 -2.664
H -4.659 -0.691 0.091
H -4.292 1.038 0.070
H -5.959 0.496 -0.197
H -4.324 2.250 -2.295
H -5.982 1.700 -2.563
H -4.701 1.240 -3.712
C -1.807 -2.466 -9.193
C -2.582 -2.606 -7.904
O -2.250 -2.030 -6.897
C -3.795 -3.507 -7.935
H -0.963 -1.798 -9.040
H -1.444 -3.442 -9.519
H -2.453 -2.066 -9.976
H -3.501 -4.519 -8.217
H -4.511 -3.144 -8.674
H -4.261 -3.524 -6.953
```

- HOMO: -2.1 eV
- Multiplicity: 1
- Energy: -1569.88556 Eh
- Total charge: -1
- Lowest unoccupied orbital energy: 2.06 eV



Record 4
Here is 5 unconnected molecules or ions with the total composition C19H36N3O9PS4 in a non-equilibrium geometry from OMol25. Energies are from ωB97M-V with the def2-TZVPD basis set.

Geometry as XYZ:
```
72
Properties=species:S:1:pos:R:3
C 4.591 -1.055 -2.620
C 4.453 -1.381 -4.109
O 5.142 -0.793 -4.910
N 3.502 -2.345 -4.618
C 4.042 -3.721 -4.700
C 2.200 -2.221 -4.063
C 1.339 -1.302 -4.659
C 0.071 -1.101 -4.171
C -0.437 -1.798 -3.080
P -2.128 -1.502 -2.421
N -1.982 -0.897 -1.002
O -2.932 -2.900 -2.451
O -2.894 -0.481 -3.389
C 0.404 -2.717 -2.483
C 1.700 -2.895 -2.964
C 2.398 -3.920 -2.076
O 3.557 -4.142 -1.849
N 1.301 -4.573 -1.480
C 0.228 -3.678 -1.300
O -0.606 -3.707 -0.438
H 5.342 -1.741 -2.213
H 4.933 -0.027 -2.518
H 3.616 -1.204 -2.144
H 3.280 -4.492 -4.602
H 4.827 -3.840 -3.943
H 4.563 -3.807 -5.663
H 1.694 -0.726 -5.508
H -0.558 -0.366 -4.666
H -0.998 -0.816 -0.768
H -2.345 -3.545 -2.868
H -2.367 0.316 -3.534
H 1.504 -5.121 -0.648
C -2.780 -0.103 2.678
S -1.972 1.439 2.238
O -0.588 1.107 1.786
C -1.849 2.072 3.921
H -2.920 -0.682 1.765
H -2.155 -0.662 3.376
H -3.750 0.113 3.128
H -1.285 1.375 4.542
H -2.850 2.213 4.330
H -1.333 3.030 3.894
C -5.969 1.921 -1.591
S -5.206 1.794 -3.213
O -3.801 2.269 -3.082
C -6.149 3.127 -3.971
H -5.493 1.194 -0.936
H -5.822 2.925 -1.191
H -7.033 1.698 -1.673
H -5.991 4.053 -3.418
H -7.207 2.864 -3.976
H -5.801 3.249 -4.995
C 1.787 6.366 3.639
S 0.968 4.773 3.477
O 0.644 4.298 4.850
C 2.421 3.869 2.927
H 1.061 7.085 4.014
H 2.618 6.286 4.341
H 2.148 6.689 2.662
H 3.210 3.949 3.676
H 2.761 4.274 1.974
H 2.140 2.825 2.799
C 1.410 -2.620 6.205
S 0.798 -1.076 6.897
O -0.672 -1.043 6.681
C 1.548 -0.009 5.653
H 1.026 -3.440 6.810
H 1.060 -2.729 5.178
H 2.500 -2.625 6.236
H 1.192 -0.287 4.659
H 2.633 -0.102 5.704
H 1.263 1.021 5.864
```

- HOMO: -8.3 eV
- Multiplicity: 1
- Energy: -3521.04665 Eh
- Total charge: 0
- Lowest unoccupied orbital energy: -0.70 eV